DFT (ωB97M-V/def2-TZVPD) results for C29H25BrF12MnN3O3 as an isolated structure at a distorted geometry.

Values from the calculation:
DFT total energy (eV): -175059.0320
Orbital gap (spin up / spin down) (Eh): 0.2927 / 0.2982
Strongest force on any atom (eV/A): 1.18
Highest occupied orbital energy (spin up / spin down) (eV): -12.033 / -12.069
2S+1: 2
Energy above the lowest of the compared OMol25 structures with the same formula, charge and spin (kJ/mol): 0.0
Net charge: +1

Each line ends with the natural charge from an NBO analysis.
Cartesian coordinates (Å):
H 3.68365 -2.42171 -1.25618  0.233
H -1.18959 -2.02746 4.61501  0.227
F -1.64836 2.83152 1.91304  -0.306
F 2.95503 2.38963 1.21199  -0.314
F -2.25685 -1.12518 -3.73094  -0.310
F 2.51566 2.11208 3.29408  -0.308
F -0.32905 3.74507 3.36024  -0.310
C -0.09197 -0.35941 1.87446  0.074
C 0.27658 3.85423 -4.49447  0.401
H -0.97560 -2.27698 2.22689  0.231
C -0.67166 -1.81525 -0.11791  0.196
C 0.12662 0.96399 3.85491  -0.228
C 2.08060 2.68605 2.17365  0.969
C -2.31120 -2.90043 -1.46160  -0.128
C 0.80235 1.70244 -3.64726  0.196
H -0.16044 5.52587 -5.30892  0.498
H -0.81830 -0.77245 6.64327  0.226
C -2.50787 -5.40118 -1.61565  -0.640
F 2.10641 4.00564 2.34802  -0.303
H 3.98546 -1.51180 1.32428  0.239
H 0.52172 0.37491 6.58354  0.233
C 3.48876 0.07420 -0.90261  -0.622
C -1.84415 -4.15557 -1.08705  0.019
C 2.98796 -1.07016 1.28872  -0.622
H 3.36246 -0.00119 -1.98263  0.226
C -0.62683 -1.36049 2.67043  -0.171
C -1.73507 -1.71634 -1.01190  -0.094
H -1.13313 0.94752 6.40265  0.235
H 2.42251 -3.11481 -0.24367  0.215
C -0.75244 -4.21837 -0.23157  -0.193
Br 1.21502 -0.10274 -3.98616  0.131
Mn 0.23251 0.92640 -0.77710  1.209
H -3.57293 -5.40724 -1.37904  0.236
F -2.47412 0.65160 0.64447  -0.319
H -3.16121 -2.86143 -2.12715  0.230
H 0.53435 3.76578 -1.14663  0.241
C 2.66213 -2.27967 -0.89928  -0.615
H 3.28981 1.09687 -0.59684  0.231
C -0.35391 -0.05464 4.66552  0.113
H -2.06176 -6.30037 -1.19404  0.226
N 0.01905 -0.64339 0.42482  -0.282
H 1.99345 -2.30763 -1.76021  0.229
H 0.40329 1.88831 4.33867  0.236
C -2.96732 -0.40888 -2.85628  0.986
O -1.17697 0.52247 -1.73736  -0.634
H -2.41559 -5.45410 -2.70133  0.235
H 0.65560 -3.11394 0.93375  0.226
H 0.09597 5.37851 -2.96265  0.242
H 0.58287 2.12271 -5.73472  0.264
C 0.55665 2.51077 -4.72754  -0.317
F -3.88737 1.27711 -0.86163  -0.298
C 0.28581 4.33717 -3.18921  -0.321
N 1.21331 -0.36855 -0.29364  -0.173
C -0.45235 0.13014 6.15675  -0.657
H 3.02319 -0.10860 1.80225  0.227
C -0.76208 -1.21513 4.03908  -0.222
C 0.24106 0.87494 2.46993  -0.003
C 2.59060 -0.92706 -0.17647  0.103
F -0.26626 4.35558 1.29838  -0.308
C -0.42135 3.30704 2.10464  0.981
C -2.23271 -0.35284 -1.47960  0.071
H 2.31059 -1.73260 1.83187  0.213
F -3.11801 0.80309 -3.37083  -0.296
C -3.19185 0.23851 -0.40403  0.964
N 0.78543 2.13518 -2.38051  -0.552
C 0.53404 3.44555 -2.17927  0.098
O 0.01744 4.61142 -5.56390  -0.617
C 0.62957 2.18601 1.76238  0.073
H 4.52561 -0.16084 -0.66028  0.235
H -0.35652 -5.17876 0.07780  0.228
F -4.04356 -0.69490 0.02190  -0.303
F -4.18044 -0.96272 -2.73586  -0.313
C -0.17638 -3.05644 0.24404  -0.230
O 0.61208 2.16296 0.37248  -0.638


DFT (ωB97M-V/def2-TZVPD) results for C3H6N2O as an isolated structure at a distorted geometry.

Values from the calculation:
DFT total energy (eV): -8233.4718
Orbital gap (Eh): 0.3449
Strongest force on any atom (eV/A): 4.49
Highest occupied orbital energy (eV): -8.441
2S+1: 1
Energy above the lowest of the compared OMol25 structures with the same formula, charge and spin (kJ/mol): 311.4
Net charge: 0

Each line ends with the natural charge from an NBO analysis.
Cartesian coordinates (Å):
C 0.29190 -1.24257 0.00855  0.673
H -2.52552 -0.85570 0.29560  0.225
N 2.39246 0.58076 0.05802  -0.664
N -0.46318 -0.16882 -0.03475  -0.632
H -2.05511 0.59246 0.80013  0.200
C -1.89984 -0.03955 -0.01392  -0.423
H 3.42623 0.97524 0.03936  0.357
O -0.00010 -2.42023 0.05030  -0.618
H -2.33462 0.35718 -1.01441  0.199
H 2.74179 -1.61830 -0.30574  0.193
H -0.08455 0.73486 0.11450  0.413
C 2.24508 -0.65830 -0.04621  0.076


DFT (ωB97M-V/def2-TZVPD) results for a 2-piece molecular cluster, C5H8N3OS overall at a distorted geometry.

Values from the calculation:
DFT total energy (eV): -22656.0705
Orbital gap (spin up / spin down) (Eh): 0.2403 / 0.2403
Strongest force on any atom (eV/A): 3.34
Highest occupied orbital energy (spin up / spin down) (eV): -11.895 / -11.894
2S+1: 1
Energy above the lowest of the compared OMol25 structures with the same formula, charge and spin (kJ/mol): 450.7
Net charge: +1

Each line ends with the natural charge from an NBO analysis.
Cartesian coordinates (Å):
H 1.95377 0.34553 2.13313  0.230
C -0.02131 -1.31110 -1.19226  -0.484
N -2.00114 0.12153 -0.44768  -0.533
C 2.79352 0.23245 1.41322  -0.434
H -3.71006 0.76598 -3.26003  0.464
C -1.38552 0.11163 1.84461  0.692
H -0.68610 -2.17539 -1.25942  0.285
C -1.72107 0.70169 0.72578  -0.346
H 3.33922 1.16504 1.41609  0.248
N -2.95916 0.59689 -2.60605  -0.685
O -1.13212 -0.17674 2.93709  -0.395
H 2.60807 0.21860 -0.89788  0.440
S 1.00719 -1.20542 0.10340  0.861
H 3.53471 -0.56022 1.78028  0.225
C -2.55244 0.39122 -1.48924  0.709
H -1.66440 1.70561 0.84148  0.252
H 0.35187 -0.90612 -2.08321  0.239
N 2.24497 -0.02116 0.04069  -0.769